No. 1
The following is a DFT calculation (wB97M-V/def2-TZVPD) of a cluster of 4 separate species, C3H14O4 in total at a distorted geometry.

Output
- HOMO energy (eV) = -10.58
- frontier orbital gap (eV) = 10.954
- SMILES = CC(C)O.O.O.O
- total charge = 0
- energy above the lowest of the compared OMol25 structures with the same formula, charge and spin (kJ/mol) = 90.4
- LUMO energy (eV) = 0.37

Each line ends with the natural charge from an NBO analysis.
Positions of all 21 atoms, in Å:
C 1.629 -0.384 -0.636  -0.65
C 1.002 0.674 0.260  0.09
C 0.915 0.203 1.745  -0.63
O -0.349 0.848 -0.125  -0.76
H 1.759 -1.407 -0.283  0.22
H 2.648 -0.057 -0.920  0.22
H 1.010 -0.587 -1.509  0.21
H 1.574 1.609 0.210  0.18
H 1.876 0.451 2.179  0.21
H 0.828 -0.875 1.884  0.22
H 0.080 0.679 2.308  0.22
H -0.516 1.436 -0.875  0.50
O -2.219 -2.426 2.314  -0.97
H -2.469 -1.682 2.881  0.46
H -2.184 -2.011 1.435  0.49
O 0.532 1.989 -3.449  -0.94
H 0.700 1.087 -3.167  0.46
H 0.136 1.837 -4.321  0.47
O -2.555 -0.456 0.278  -1.00
H -2.724 -0.917 -0.539  0.47
H -1.672 -0.010 0.329  0.51

***

No. 2
The following is a DFT calculation (wB97M-V/def2-TZVPD) of a cluster of 3 separate species, C19H29BBrClO8S in total at a distorted geometry.

Output
- HOMO energy (eV) = -9.20
- frontier orbital gap (eV) = 6.850
- SMILES = CB(O)C1=C(O)C(=O)C(CCCCS(=O)(=O)Cl)=C(Br)C1=O.C1CCOC1.C1CCOC1
- total charge = 0
- LUMO energy (eV) = -2.35

Each line ends with the natural charge from an NBO analysis.
Positions of all 60 atoms, in Å:
C -2.132 6.099 1.338  -1.01
B -1.906 4.811 2.386  1.00
O -3.113 4.315 3.083  -0.88
C -0.379 4.196 2.537  -0.43
C 0.838 5.094 2.653  0.28
O 0.758 6.580 2.684  -0.70
C 2.386 4.471 2.755  0.49
O 3.393 5.183 3.269  -0.51
C 2.550 2.936 2.121  -0.08
C 4.039 2.455 1.553  -0.45
C 4.130 2.984 -0.001  -0.41
C 3.759 1.818 -1.124  -0.44
C 2.488 2.300 -2.041  -0.62
S 1.457 0.914 -2.765  1.86
O 1.603 -0.454 -2.056  -0.85
O -0.047 1.384 -2.682  -0.86
Cl 1.806 0.579 -4.825  -0.17
C 1.351 2.039 2.038  -0.14
Br 1.516 0.198 1.262  0.11
C -0.137 2.543 2.565  0.51
O -1.068 1.675 3.023  -0.48
H -1.206 6.243 0.623  0.24
H -3.115 5.986 0.701  0.24
H -2.160 7.054 2.032  0.26
H -3.862 4.472 2.408  0.50
H 0.811 6.789 3.680  0.50
H 4.827 3.023 2.241  0.26
H 4.225 1.305 1.675  0.25
H 3.309 3.827 -0.114  0.21
H 5.194 3.461 -0.155  0.24
H 4.702 1.788 -1.856  0.23
H 3.666 0.744 -0.668  0.26
H 1.745 2.985 -1.417  0.29
H 2.921 2.948 -2.943  0.27
C -0.344 -3.015 -2.450  -0.44
C 0.852 -3.834 -2.861  -0.43
C 0.206 -5.002 -3.575  -0.07
O -1.009 -4.511 -4.160  -0.54
C -1.280 -3.209 -3.623  -0.07
H -0.113 -1.964 -2.258  0.25
H -0.790 -3.439 -1.542  0.19
H 1.469 -3.262 -3.563  0.20
H 1.482 -4.143 -2.024  0.22
H -0.060 -5.799 -2.873  0.16
H 0.846 -5.422 -4.356  0.18
H -1.083 -2.475 -4.412  0.16
H -2.333 -3.140 -3.337  0.18
C -2.638 -4.018 1.283  -0.43
C -3.291 -4.902 0.252  -0.43
C -3.582 -6.155 1.049  -0.07
O -3.808 -5.743 2.404  -0.54
C -3.406 -4.373 2.537  -0.07
H -2.686 -2.953 1.041  0.22
H -1.584 -4.297 1.397  0.20
H -4.230 -4.448 -0.085  0.20
H -2.667 -5.090 -0.625  0.22
H -2.725 -6.837 1.045  0.16
H -4.458 -6.694 0.677  0.18
H -4.313 -3.767 2.632  0.16
H -2.807 -4.250 3.444  0.18

***

No. 3
The following is a DFT calculation (wB97M-V/def2-TZVPD) of a structure of composition C34H39FeN5O3P2S at a distorted geometry.

Output
- HOMO energy (alpha / beta) (eV) = -6.99 / -8.11
- spin multiplicity = 5
- frontier orbital gap (alpha / beta) (eV) = 6.468 / 7.388
- total charge = 0
- energy above the lowest of the compared OMol25 structures with the same formula, charge and spin (kJ/mol) = 537.2
- expectation value of S² = 6.0434
- LUMO energy (alpha / beta) (eV) = -0.53 / -0.72

Each line ends with the Mulliken spin population.
Positions of all 85 atoms, in Å:
Fe -0.325 1.046 -2.558  3.38
C -1.704 1.278 -5.972  0.01
C -1.502 -0.025 -5.814  0.02
C -0.637 -0.835 -6.733  -0.02
C 0.727 -0.185 -7.042  0.01
C 1.386 0.517 -5.872  -0.10
C 1.039 1.684 -5.320  0.19
C 0.226 2.744 -5.973  0.00
C -0.918 2.200 -6.820  0.00
C 0.774 1.530 -0.689  0.54
H -2.586 1.736 -5.539  0.00
H -2.202 -0.513 -5.168  0.00
H -1.151 -0.965 -7.697  0.00
H -0.450 -1.849 -6.350  0.00
H 1.367 -1.034 -7.288  0.00
H 0.675 0.433 -7.954  0.00
H 2.311 0.018 -5.527  0.00
H 1.556 2.097 -4.439  -0.04
H 0.886 3.391 -6.572  0.00
H -0.116 3.394 -5.153  0.00
H -1.554 3.062 -7.064  0.00
H -0.533 1.720 -7.733  0.00
H 0.057 2.149 -0.122  -0.01
H 1.647 2.181 -0.855  -0.05
H 1.173 0.824 0.064  -0.12
P 1.473 -0.509 -2.347  0.07
P -1.921 -0.835 -2.238  0.00
N 2.963 0.545 -2.871  -0.02
N 2.355 -1.679 -1.330  0.01
N -2.999 0.505 -2.868  -0.02
N -3.358 -1.706 -1.802  0.03
C 0.650 -1.619 -3.575  0.05
C -0.898 -1.880 -3.422  0.06
C 2.862 1.944 -2.841  0.01
C 3.896 2.509 -3.567  0.00
C 4.697 1.433 -4.043  0.00
C 4.130 0.248 -3.568  0.00
C 3.252 -1.278 -0.315  -0.01
C 4.157 -2.318 -0.082  0.00
C 3.776 -3.409 -0.927  0.00
C 2.645 -3.015 -1.627  0.01
C -2.275 1.748 -2.606  -0.12
C -2.953 2.785 -3.293  0.04
C -4.061 2.210 -3.955  -0.01
C -4.051 0.823 -3.679  0.02
C -4.539 -2.164 -2.396  0.02
C -5.283 -2.880 -1.457  0.00
C -4.559 -2.832 -0.227  0.00
C -3.393 -2.126 -0.468  -0.01
H 1.131 -2.613 -3.555  0.01
H 0.867 -1.209 -4.579  -0.06
H -1.395 -1.881 -4.394  0.03
H -1.057 -2.897 -3.030  -0.01
H 1.997 2.487 -2.460  0.01
H 3.971 3.578 -3.744  0.00
H 5.556 1.539 -4.682  0.00
H 4.479 -0.768 -3.646  0.00
H 3.103 -0.355 0.211  0.00
H 5.007 -2.255 0.586  0.00
H 4.307 -4.341 -1.052  0.00
H 1.995 -3.584 -2.253  0.00
H -1.829 1.763 -1.602  0.06
H -2.608 3.817 -3.227  0.00
H -4.776 2.721 -4.599  0.00
H -4.801 0.111 -3.982  0.00
H -4.770 -1.957 -3.424  0.00
H -6.236 -3.396 -1.595  0.00
H -4.829 -3.262 0.732  0.00
H -2.576 -1.843 0.169  0.01
O -2.968 1.568 0.171  0.00
C -2.226 0.762 0.769  0.00
N -1.213 0.046 0.175  -0.03
S -0.404 -0.989 1.147  0.01
O -0.566 -2.367 0.700  0.00
O 0.945 -0.583 1.520  0.00
C -1.445 -0.621 2.531  0.00
C -1.416 -1.245 3.774  0.00
C -2.353 -0.823 4.734  0.00
C -3.253 0.212 4.402  0.00
C -3.244 0.843 3.148  0.00
C -2.297 0.427 2.209  0.00
H -0.683 -2.031 3.964  0.00
H -2.393 -1.303 5.714  0.00
H -3.975 0.535 5.162  0.00
H -3.946 1.650 2.887  0.00

***

No. 4
The following is a DFT calculation (wB97M-V/def2-TZVPD) of the molecule C7H11N2O2P at a distorted geometry.

Output
- HOMO energy (alpha / beta) (eV) = -6.25 / -6.39
- frontier orbital gap (alpha / beta) (eV) = 5.898 / 6.059
- total charge = 0
- energy above the lowest of the compared OMol25 structures with the same formula, charge and spin (kJ/mol) = 507.9
- LUMO energy (alpha / beta) (eV) = -0.35 / -0.33

Each line ends with the natural charge from an NBO analysis.
Positions of all 23 atoms, in Å:
C 1.861 -2.470 -0.190  -0.24
C 2.671 -1.374 -0.317  -0.15
C 0.529 -1.981 0.128  -0.23
C -2.772 1.115 -0.646  -0.66
C 0.109 1.723 0.779  -0.70
C -2.322 -0.293 -0.293  -0.08
C -0.276 0.284 0.596  0.36
N 1.917 -0.215 -0.104  -0.54
N 0.653 -0.641 0.284  -0.09
O 4.148 1.176 -0.414  -1.02
O -1.524 -0.201 0.901  -0.51
P 2.749 1.313 -0.081  1.40
H 1.993 -3.552 -0.281  0.24
H 3.741 -1.448 -0.518  0.26
H -0.314 -2.377 0.662  0.23
H -2.099 1.557 -1.341  0.22
H -3.921 1.082 -0.832  0.23
H -2.748 1.600 0.289  0.22
H 0.759 2.120 0.050  0.21
H 0.607 2.015 1.722  0.23
H -0.850 2.273 0.654  0.24
H -1.914 -0.704 -1.216  0.18
H -2.995 -1.005 0.168  0.20

***

No. 5
The following is a DFT calculation (wB97M-V/def2-TZVPD) of the ion C3H5NO2S with charge -2 at a distorted geometry.

Output
- HOMO energy (eV) = 0.34
- frontier orbital gap (eV) = 5.805
- SMILES = O=C([O-])NCC[S-]
- total charge = -2
- energy above the lowest of the compared OMol25 structures with the same formula, charge and spin (kJ/mol) = 39.0
- LUMO energy (eV) = 6.14

Each line ends with the natural charge from an NBO analysis.
Positions of all 12 atoms, in Å:
O 1.348 -1.052 2.160  -0.80
C 0.479 -0.162 2.080  0.87
O 0.184 0.765 2.877  -0.84
N -0.373 -0.206 0.874  -0.71
C 0.333 -0.023 -0.389  -0.22
C -0.634 -0.015 -1.597  -0.52
S 0.207 0.033 -3.268  -0.79
H -0.944 0.621 1.025  0.34
H 0.952 0.895 -0.361  0.15
H 1.002 -0.880 -0.466  0.20
H -1.272 -0.832 -1.232  0.17
H -1.282 0.858 -1.703  0.17

***

No. 6
The following is a DFT calculation (wB97M-V/def2-TZVPD) of a structure of composition C39H38BF3O2S at a distorted geometry.

Output
- HOMO energy (eV) = -7.32
- frontier orbital gap (eV) = 6.357
- total charge = 0
- energy above the lowest of the compared OMol25 structures with the same formula, charge and spin (kJ/mol) = 28.3
- LUMO energy (eV) = -0.96

Each line ends with the Löwdin charge.
Positions of all 84 atoms, in Å:
C 3.915 -5.736 0.522  -0.12
C 4.102 -4.271 0.611  -0.57
C 5.265 -3.549 0.860  -0.12
C 5.019 -2.177 1.029  -0.12
C 3.668 -1.838 0.980  -0.45
B 3.142 1.181 -1.131  -0.88
C 3.029 -0.727 1.590  -0.24
C 3.796 0.182 2.354  0.00
C 3.272 0.577 3.573  0.00
C 1.953 0.274 3.877  -0.15
C 1.406 0.609 5.239  -0.51
F 0.134 1.128 5.196  0.10
F 1.343 -0.499 6.042  0.11
F 2.153 1.539 5.916  0.10
C 1.102 -0.298 2.937  -0.01
C 1.621 -0.718 1.730  -0.05
O 4.521 1.145 -1.057  0.14
C 4.795 0.437 -2.305  -0.40
C 5.032 1.578 -3.302  0.01
C 6.048 -0.381 -2.078  0.00
C 3.464 -0.433 -2.630  -0.43
C 2.718 -0.080 -3.912  0.01
C 3.634 -1.924 -2.542  -0.02
O 2.579 -0.023 -1.590  0.08
S 2.716 -3.244 0.529  1.11
H 4.841 -6.245 0.785  0.08
H 3.124 -6.059 1.207  0.08
H 3.596 -6.034 -0.481  0.08
H 6.263 -3.992 0.975  0.12
H 5.773 -1.435 1.311  0.12
H 4.791 0.493 2.027  0.13
H 3.845 1.183 4.271  0.13
H 0.044 -0.375 3.167  0.13
H 0.974 -1.120 0.952  0.11
H 5.317 1.235 -4.304  0.10
H 4.127 2.207 -3.368  0.07
H 5.820 2.228 -2.891  0.10
H 6.321 -0.891 -3.012  0.10
H 6.877 0.274 -1.788  0.10
H 5.909 -1.113 -1.277  0.07
H 3.313 -0.260 -4.815  0.10
H 1.810 -0.695 -3.965  0.10
H 2.378 0.964 -3.897  0.07
H 4.265 -2.295 -3.356  0.10
H 4.061 -2.226 -1.585  0.04
H 2.665 -2.421 -2.622  0.09
C 4.017 4.862 -5.376  -0.07
C 4.081 5.275 -4.039  -0.07
C 3.176 4.777 -3.110  -0.02
C 2.258 3.748 -3.481  -0.19
C 1.648 2.859 -2.492  -0.05
C 2.451 2.620 -1.317  -0.01
C 2.068 1.830 -0.102  -0.05
C 2.316 2.607 1.124  -0.20
C 1.199 2.833 1.940  -0.04
C 1.315 3.562 3.114  -0.09
C 2.536 4.161 3.426  -0.10
C 3.627 4.037 2.561  -0.08
C 3.537 3.230 1.423  -0.04
C 0.304 2.357 -2.670  -0.14
C -0.139 1.095 -2.194  -0.01
C -1.393 0.593 -2.512  -0.07
C -2.264 1.327 -3.320  -0.07
C -1.880 2.604 -3.771  -0.07
C -0.631 3.112 -3.431  -0.03
C 2.096 3.474 -4.861  -0.04
C 3.009 3.978 -5.781  -0.07
H 4.735 5.256 -6.105  0.11
H 4.840 5.994 -3.722  0.11
H 3.180 5.184 -2.102  0.12
H 3.146 3.451 -1.102  0.15
H 1.068 1.386 -0.111  0.12
H 0.234 2.402 1.659  0.12
H 0.438 3.675 3.749  0.11
H 2.618 4.748 4.342  0.10
H 4.556 4.573 2.772  0.10
H 4.401 3.089 0.765  0.12
H 0.551 0.434 -1.687  0.10
H -1.665 -0.403 -2.155  0.11
H -3.230 0.909 -3.610  0.10
H -2.542 3.177 -4.415  0.10
H -0.349 4.096 -3.810  0.12
H 1.290 2.818 -5.193  0.12
H 2.933 3.680 -6.828  0.11

***

Taking the records one at a time from the top gives energy values of -11527.671; -130619.809; -113273.834; -23796.891; -19612.109; -64819.140 eV.